Entry from the OMol25 dataset: a single C5H8N2O molecule (ωB97M-V with the def2-TZVPD basis set).

- Max |F|: 1.45 eV/Å
- SMILES string: C[C@@H](C#N)CC(N)=O
- HOMO-LUMO gap: 10.57 eV
- Highest occupied orbital energy: -10.069 eV

Last column: Löwdin charge in e.
CARTESIAN COORDINATES (ANGSTROEM)
C  1.590438  1.194957  -0.814091  -0.067
C  0.731547  0.091192  -0.193953  -0.375
C  1.239058  -0.238610  1.150068  -0.190
N  1.649689  -0.527328  2.195151  0.166
C  -0.734035  0.525248  -0.150528  -0.094
C  -1.678127  -0.447976  0.522794  -0.545
N  -1.565174  -1.763020  0.197034  0.167
O  -2.575231  -0.074182  1.271368  0.046
H  2.640840  0.887886  -0.873506  0.088
H  1.549835  2.115823  -0.220517  0.093
H  1.251262  1.430222  -1.828504  0.086
H  0.827631  -0.798169  -0.828648  0.136
H  -0.819963  1.477772  0.389539  0.137
H  -1.108426  0.696483  -1.167259  0.136
H  -0.809166  -2.172556  -0.330271  0.097
H  -2.190178  -2.397743  0.681323  0.119

Forces on the atoms, in the same order (eV/Å):
C 0.45 0.24 -0.13
C 0.08 0.23 -0.30
C 0.40 -0.57 1.07
N -0.51 0.43 -1.29
C -0.16 0.25 0.33
C -1.14 0.14 0.58
N 0.03 -0.50 0.01
O 0.84 -0.09 -0.58
H -0.21 0.04 0.02
H -0.07 -0.22 -0.06
H -0.03 -0.10 0.18
H 0.08 0.00 0.22
H -0.03 -0.29 -0.11
H 0.18 -0.06 0.08
H -0.12 0.27 0.13
H 0.22 0.23 -0.15

=====

Entry from the OMol25 dataset: 2 unconnected molecules or ions with the total composition C6H12N2 (ωB97M-V with the def2-TZVPD basis set).

- Max |F|: 2.05 eV/Å
- SMILES string: Cc1c[nH]cn1.CC
- HOMO-LUMO gap: 9.31 eV
- Highest occupied orbital energy: -8.456 eV

Last column: Löwdin charge in e.
CARTESIAN COORDINATES (ANGSTROEM)
C  2.344485  -2.602424  -1.119745  -0.063
C  1.157436  -2.252782  -0.332637  -0.362
C  -0.179181  -2.566691  -0.496326  -0.073
N  -0.876536  -1.653876  0.241762  0.036
C  0.022319  -0.849166  0.900775  -0.196
N  1.226450  -1.183979  0.525697  0.082
H  2.211420  -2.236192  -2.142030  0.080
H  2.608035  -3.661956  -1.019782  0.076
H  3.246291  -2.109074  -0.747875  0.074
H  -0.682330  -3.233049  -1.174448  0.109
H  -1.876136  -1.664951  0.347439  0.141
H  -0.329417  -0.030111  1.492490  0.088
C  -0.806192  2.395869  0.832113  -0.184
C  -1.396983  3.536643  -0.003395  -0.174
H  -0.826636  1.526585  0.180984  0.041
H  0.232934  2.557640  1.119515  0.070
H  -1.367270  2.350634  1.764398  0.068
H  -1.346443  4.502482  0.516314  0.058
H  -2.486925  3.465545  0.053491  0.063
H  -0.875319  3.708850  -0.938741  0.064

Forces on the atoms, in the same order (eV/Å):
C 1.09 -0.59 0.00
C -1.57 1.15 0.41
C 0.78 0.15 -0.45
N -0.20 -0.01 0.65
C -0.53 -1.25 -1.36
N 0.69 0.64 0.82
H 0.13 -0.60 -0.07
H -0.31 0.02 -0.67
H -0.36 0.28 0.22
H 0.02 -0.17 0.09
H 0.02 0.10 0.09
H 0.32 0.05 0.37
C 0.17 0.98 -0.57
C -0.08 1.13 1.71
H -0.23 -0.39 0.55
H 0.09 0.10 -0.17
H -0.13 -0.67 -0.09
H 0.70 -0.03 0.19
H 0.02 -0.53 -1.29
H -0.61 -0.35 -0.42

=====

Entry from the OMol25 dataset: 3 unconnected molecules or ions with the total composition C4H13NO2 (ωB97M-V with the def2-TZVPD basis set).

- Max |F|: 1.85 eV/Å
- HOMO-LUMO gap (alpha / beta): 8.51 / 6.04 eV
- Multiplicity: 2
- Charge: +1
- Highest occupied orbital energy (alpha / beta): -14.496 / -14.496 eV

Last column: Löwdin charge in e.
CARTESIAN COORDINATES (ANGSTROEM)
C  -1.896274  0.753071  -1.978864  -0.067
C  -0.719112  1.090559  -1.046122  -0.201
C  0.063206  -0.193842  -0.786447  -0.161
C  2.041390  0.689667  0.321902  0.162
N  1.089586  -0.102596  0.258039  0.206
H  -2.694762  1.452154  -1.777400  0.088
H  -2.253976  -0.277172  -1.884365  0.091
H  -1.630335  0.909899  -3.016217  0.084
H  -0.134043  1.866911  -1.520695  0.118
H  -1.180113  1.435688  -0.117379  0.110
H  -0.571444  -1.037040  -0.552787  0.131
H  0.540645  -0.541247  -1.697902  0.149
H  3.055521  0.348742  0.541584  0.145
H  1.877623  1.758810  0.136113  0.151
H  1.759077  -2.869133  -0.318051  -0.001
H  2.060708  -4.190454  -1.065367  0.047
O  1.434192  -3.757841  -0.478125  -0.047
H  -1.318611  1.658639  2.364230  -0.005
H  -2.000498  1.121344  3.619641  0.044
O  -1.748225  1.937442  3.175638  -0.044

Forces on the atoms, in the same order (eV/Å):
C 0.25 -0.16 -0.35
C -1.11 -0.11 0.37
C -0.42 -1.36 -0.03
C 0.53 0.19 0.53
N 0.04 0.58 -1.75
H -0.33 0.00 0.15
H -0.06 0.26 0.18
H 0.20 -0.12 -0.24
H 0.41 0.17 0.25
H 0.44 0.16 0.06
H -0.50 0.14 0.55
H 0.58 0.24 -0.12
H -0.03 -0.01 0.42
H -0.03 0.03 -0.03
H 0.30 -0.18 -0.06
H 0.11 0.06 -0.01
O -0.37 0.13 0.07
H -0.03 -0.04 0.00
H -0.05 0.02 0.06
O 0.06 0.00 -0.04

=====

Entry from the OMol25 dataset: a single C3H4O3 molecule (ωB97M-V with the def2-TZVPD basis set).

- Max |F|: 2.94 eV/Å
- SMILES string: O=C1OCCO1
- HOMO-LUMO gap: 11.90 eV
- Highest occupied orbital energy: -11.094 eV

Last column: Löwdin charge in e.
CARTESIAN COORDINATES (ANGSTROEM)
O  -2.099110  -1.621094  -0.617168  0.168
C  -1.183314  -0.907887  -0.347027  -0.432
O  -0.648802  -0.758972  0.975345  -0.021
C  0.528438  0.011418  1.010408  -0.060
C  0.473694  0.752675  -0.717465  -0.059
O  -0.504981  -0.077324  -1.297896  -0.022
H  0.502637  0.720652  1.873877  0.114
H  1.411537  -0.639248  1.090106  0.099
H  0.112852  1.788358  -0.635296  0.098
H  1.407050  0.731421  -1.334885  0.115

Forces on the atoms, in the same order (eV/Å):
O 1.38 1.03 0.38
C 0.59 0.68 0.26
O -0.67 -0.05 -2.47
C 0.43 1.23 -2.64
C 0.30 -0.74 2.82
O -0.97 -1.36 1.92
H -0.14 -0.30 -1.10
H -0.28 0.22 -0.12
H 0.03 -0.38 0.03
H -0.68 -0.34 0.94

=====

For each record above, in turn, the calculated ΔE to the lowest compared entry with this formula, charge and spin values are 0.000 0.631 2.751 1.669 eV.
For each record above, in turn, the calculated energy values are -10342.7261 -9396.2191 -9933.4042 -9317.0321 eV.